100
Properties=species:S:1:pos:R:3 method="wB97M-V/def2-TZVPD" total_charge=-2 s2=0.76 relative_energy_kcal_mol=21.84 spin_multiplicity=2 molar_mass_g_mol=975.13 homo_lumo_gap_ev="6.3 / 6.2"
Ru -0.756 -1.108 0.487
O -2.347 1.684 1.890
C -2.561 2.445 0.738
C -1.851 1.859 -0.530
O -1.855 2.580 -1.530
O -1.377 0.672 -0.546
C -1.992 3.836 1.033
C -2.168 4.896 0.145
C -1.641 6.146 0.425
C -0.928 6.361 1.598
C -0.746 5.309 2.480
C -1.275 4.054 2.203
C -4.074 2.562 0.466
C -4.945 2.392 1.539
C -6.318 2.504 1.368
C -6.846 2.789 0.117
C -5.986 2.954 -0.958
C -4.612 2.842 -0.788
H -2.634 0.767 1.756
H -2.701 4.729 -0.780
H -1.784 6.956 -0.282
H -0.509 7.338 1.813
H -0.174 5.454 3.389
H -1.106 3.225 2.876
H -4.538 2.158 2.513
H -6.974 2.355 2.217
H -7.919 2.868 -0.020
H -6.383 3.163 -1.945
H -3.945 2.950 -1.633
S -3.372 -4.389 2.510
C -2.476 -3.147 1.859
S -0.810 -3.267 1.457
S -3.115 -1.592 1.412
C 6.744 -0.620 3.246
C 5.244 -0.553 3.120
C 4.570 0.659 3.154
C 3.192 0.745 2.981
C 2.548 2.097 2.987
C 2.442 -0.429 2.784
Se 0.534 -0.304 2.625
C 3.102 -1.667 2.832
C 2.341 -2.961 2.776
C 4.487 -1.706 2.970
H 7.164 0.369 3.432
H 7.201 -1.010 2.332
H 7.048 -1.275 4.066
H 5.136 1.578 3.284
H 3.302 2.882 3.079
H 1.840 2.185 3.814
H 1.975 2.259 2.072
H 1.349 -2.845 3.211
H 2.884 -3.746 3.308
H 2.200 -3.291 1.747
H 4.979 -2.675 2.979
C 3.482 3.414 -0.393
C 2.184 3.399 -0.889
C 1.504 2.197 -1.022
C 2.082 0.983 -0.630
C 3.383 1.023 -0.126
C 4.082 2.221 -0.021
Si 1.093 -0.625 -0.872
C 2.420 -1.961 -1.218
C 3.541 -1.699 -2.015
C 4.466 -2.687 -2.319
C 4.294 -3.978 -1.832
C 3.189 -4.266 -1.045
C 2.269 -3.266 -0.747
H 4.017 4.352 -0.290
H 1.697 4.324 -1.177
H 0.506 2.205 -1.444
H 3.867 0.107 0.197
H 5.088 2.219 0.384
H 0.582 -0.360 -2.265
H 3.691 -0.697 -2.403
H 5.326 -2.451 -2.936
H 5.018 -4.751 -2.064
H 3.044 -5.266 -0.654
H 1.411 -3.502 -0.126
C -2.063 -2.377 -4.453
N -3.130 -1.852 -3.607
C -3.991 -2.958 -3.195
N -3.284 -4.065 -2.559
C -2.233 -4.519 -3.457
N -1.299 -3.472 -3.856
C -0.512 -3.008 -2.702
P -1.561 -2.257 -1.363
C -2.578 -1.153 -2.439
C -2.747 -3.683 -1.244
H -1.379 -1.564 -4.704
H -2.517 -2.754 -5.375
H -4.490 -3.348 -4.088
H -4.747 -2.578 -2.505
H -2.706 -4.911 -4.363
H -1.676 -5.325 -2.974
H 0.225 -2.280 -3.038
H 0.036 -3.857 -2.286
H -1.956 -0.313 -2.753
H -3.387 -0.741 -1.832
H -3.569 -3.420 -0.581
H -2.234 -4.536 -0.798